Computed, not measured: a 11-piece molecular cluster, C12H46N18O11 overall in a non-equilibrium geometry, with ωB97M-V with the def2-TZVPD basis set.

Geometry (Å):
N (0.627, 0.104, 0.772)
C (-0.260, -0.485, 0.045)
N (-0.986, -1.227, 0.770)
O (-0.376, -0.338, -1.330)
H (1.299, 0.690, 0.261)
H (0.986, -0.192, 1.738)
H (-1.722, -1.760, 0.381)
H (-1.036, -1.261, 1.802)
N (5.427, -0.426, 2.522)
C (4.697, 0.542, 2.083)
N (5.190, 0.918, 0.931)
O (3.527, 1.054, 2.624)
H (5.046, -0.784, 3.423)
H (6.405, -0.634, 2.298)
H (4.781, 1.662, 0.443)
H (6.076, 0.644, 0.537)
N (-1.295, 1.337, 2.291)
C (-2.441, 1.603, 1.748)
N (-3.226, 2.093, 2.645)
O (-2.756, 1.500, 0.369)
H (-0.665, 0.903, 1.609)
H (-0.818, 1.442, 3.180)
H (-4.136, 2.499, 2.220)
H (-2.861, 2.434, 3.529)
N (0.743, 0.278, -5.920)
C (0.122, 0.005, -4.821)
N (0.875, 0.269, -3.774)
O (-1.020, -0.832, -4.878)
H (0.130, 0.111, -6.790)
H (1.326, 1.089, -6.091)
H (0.530, 0.041, -2.802)
H (1.446, 1.170, -3.753)
N (4.337, 1.979, -1.728)
C (3.226, 2.401, -1.271)
N (2.838, 3.566, -1.783)
O (2.400, 1.602, -0.605)
H (4.441, 0.949, -1.533)
H (5.147, 2.669, -1.832)
H (1.934, 3.878, -1.393)
H (3.375, 4.168, -2.399)
N (-1.559, -2.371, -2.235)
C (-1.769, -3.549, -1.740)
N (-1.797, -4.278, -2.847)
O (-1.580, -3.933, -0.434)
H (-1.033, -1.656, -1.659)
H (-2.524, -1.976, -2.403)
H (-1.385, -5.151, -2.425)
H (-2.807, -4.611, -3.080)
N (1.275, -2.800, 1.080)
C (1.083, -3.854, 1.660)
N (-0.148, -4.029, 1.943)
O (2.096, -4.627, 2.016)
H (2.276, -2.569, 0.894)
H (0.565, -2.172, 0.711)
H (-0.297, -4.992, 2.351)
H (-0.928, -3.869, 1.268)
N (1.418, -0.970, 3.014)
C (0.318, -0.956, 3.759)
N (-0.627, -1.748, 3.364)
O (0.134, 0.008, 4.824)
H (2.216, -0.447, 3.109)
H (1.579, -1.748, 2.440)
H (-1.556, -1.607, 3.748)
H (-0.352, -2.569, 2.879)
N (-3.891, -1.247, -2.484)
C (-3.455, -0.190, -3.112)
N (-2.865, 0.723, -2.334)
O (-3.640, 0.053, -4.448)
H (-4.640, -1.755, -2.987)
H (-4.021, -1.329, -1.471)
H (-2.553, 1.502, -2.881)
H (-2.535, 0.643, -1.386)
C (0.608, 5.329, 1.132)
C (0.244, 3.905, 0.601)
O (0.155, 4.005, -0.819)
H (1.461, 5.767, 0.681)
H (0.731, 5.206, 2.147)
H (-0.260, 5.956, 1.138)
H (-0.744, 3.504, 0.880)
H (1.024, 3.175, 0.689)
H (-0.785, 3.836, -1.023)
C (-3.720, -1.646, 1.590)
O (-3.822, -1.137, 0.276)
H (-3.179, -2.597, 1.571)
H (-4.722, -1.702, 2.086)
H (-3.029, -0.959, 2.122)
H (-4.263, -0.260, 0.258)

Forces on the atoms, in the same order (eV/Å):
N 4.41 2.88 0.13
C 0.56 2.13 -7.09
N -4.19 -3.40 1.60
O 1.02 0.05 6.59
H -0.29 -0.05 0.15
H -1.12 0.33 -1.75
H -0.59 -0.47 -1.09
H 0.66 0.77 -1.09
N 0.34 -3.74 5.12
C -5.64 3.31 0.95
N 0.46 1.99 -2.49
O 5.70 -3.02 -2.38
H 1.04 0.08 -0.96
H -1.00 0.35 0.01
H -0.82 0.96 -0.31
H -0.10 -0.36 0.51
N 3.90 -2.25 -2.11
C -0.31 0.15 -5.84
N -6.38 2.74 0.07
O 1.35 0.29 6.92
H 0.13 0.74 0.49
H -1.04 0.23 0.52
H 2.14 -0.76 1.54
H -0.38 -0.18 -0.40
N -0.72 1.08 -7.45
C -6.42 -6.34 0.99
N 0.90 2.14 4.58
O 6.27 4.80 0.70
H 1.26 0.20 2.03
H 0.07 -0.21 0.71
H 0.11 0.29 -1.36
H -1.09 -1.90 -0.35
N 6.17 -2.52 -0.69
C -7.05 -1.56 1.55
N -1.77 1.59 1.30
O 3.54 3.27 -2.23
H 0.62 1.74 -0.41
H -1.58 -1.92 -0.06
H 0.38 0.18 -0.72
H -0.15 -0.52 0.38
N 0.17 4.51 2.69
C 2.90 0.99 6.38
N -2.90 -8.29 -1.55
O -1.02 0.88 -5.28
H -0.99 -0.56 -0.52
H 1.03 -0.21 -1.32
H -0.59 -0.12 -1.13
H 1.97 0.66 0.29
N 4.84 8.16 -5.64
C 6.45 -8.33 3.02
N -6.72 -5.00 2.59
O -3.67 2.31 -0.69
H -1.36 -0.45 -0.26
H 0.14 -0.88 0.06
H 0.22 1.53 -0.43
H 1.13 0.16 -0.29
N -0.61 -0.92 1.17
C 0.45 7.25 6.95
N -2.31 0.06 1.30
O 0.70 -4.85 -5.95
H 2.22 2.29 1.40
H -0.02 -1.28 -0.60
H 0.48 -0.44 0.35
H -0.41 -1.59 -0.35
N -3.74 -3.98 0.49
C -0.17 4.75 -6.98
N 0.06 0.77 -0.97
O 0.33 -1.48 6.73
H 0.98 0.50 0.17
H 0.32 0.58 -0.42
H 0.32 0.17 0.08
H -0.04 -0.29 0.09
C -1.76 -2.20 -0.45
C -0.12 1.41 -1.05
O -1.36 0.11 -1.17
H 0.68 0.29 -0.56
H 1.04 -0.18 2.55
H -0.48 0.62 -0.82
H 0.68 0.29 0.86
H 0.43 -0.41 1.13
H 0.92 0.11 -0.40
C -0.04 1.07 0.58
O -0.89 -0.12 -0.34
H -0.62 -0.19 -0.25
H 0.97 -0.19 -0.23
H -0.77 -0.18 0.34
H 0.76 -0.43 0.38

Values from the calculation:
E_LUMO	-0.26	eV
SMILES	NC(N)=O.NC(N)=O.NC(N)=O.NC(N)=O.NC(N)=O.NC(N)=O.NC(N)=O.NC(N)=O.NC(N)=O.CCO.CO
M	618.62	g mol⁻¹
gap between HOMO and LUMO	0.266	hartree
HOMO level	-7.49	eV

Atom charges from the Löwdin analysis, given in e for atoms 1 to 6: N 0.161; C -0.578; N 0.161; O -0.108; H 0.070; H 0.079

Computed, not measured: C12H48BeN24O16S as an isolated structure in a non-equilibrium geometry, with ωB97M-V with the def2-TZVPD basis set.

Geometry (Å):
Be (-8.000, 19.046, 12.155)
S (-7.089, 18.435, 9.219)
O (-6.343, 18.365, 10.493)
O (-6.491, 19.445, 8.330)
O (-7.198, 17.099, 8.596)
O (-8.433, 18.830, 9.722)
C (-10.823, 19.696, 7.363)
O (-11.643, 19.753, 6.466)
N (-10.417, 18.498, 7.912)
N (-10.294, 20.755, 8.068)
H (-10.873, 17.640, 7.659)
H (-9.627, 18.462, 8.575)
H (-10.581, 21.678, 7.794)
H (-9.359, 20.615, 8.417)
C (-3.768, 23.254, 6.328)
O (-2.728, 22.997, 6.906)
N (-4.945, 22.619, 6.582)
N (-3.913, 24.366, 5.532)
H (-5.742, 22.802, 6.000)
H (-4.961, 21.821, 7.198)
H (-3.164, 25.028, 5.444)
H (-4.830, 24.764, 5.429)
C (-2.592, 16.615, 10.738)
O (-2.240, 17.498, 11.520)
N (-3.606, 16.730, 9.826)
N (-2.137, 15.328, 10.843)
H (-4.292, 17.428, 10.061)
H (-3.998, 15.943, 9.334)
H (-1.541, 15.205, 11.642)
H (-2.310, 14.691, 10.089)
C (-9.893, 15.023, 7.943)
O (-10.866, 14.315, 7.738)
N (-9.662, 15.682, 9.120)
N (-8.773, 15.161, 7.174)
H (-8.757, 16.126, 9.219)
H (-10.255, 15.436, 9.892)
H (-8.682, 14.718, 6.278)
H (-8.001, 15.621, 7.638)
C (-2.915, 19.811, 8.161)
O (-1.734, 20.033, 8.337)
N (-3.371, 19.157, 7.046)
N (-3.991, 20.317, 8.838)
H (-4.342, 19.021, 6.831)
H (-2.669, 18.735, 6.463)
H (-3.788, 20.960, 9.587)
H (-4.957, 19.985, 8.838)
C (-5.216, 15.292, 5.387)
O (-4.320, 14.750, 4.755)
N (-6.427, 15.601, 4.810)
N (-4.978, 15.976, 6.540)
H (-7.063, 16.265, 5.231)
H (-6.635, 15.334, 3.866)
H (-4.066, 16.122, 6.926)
H (-5.702, 16.531, 6.967)
C (-4.810, 20.081, 12.857)
O (-6.017, 20.363, 13.000)
N (-3.836, 20.620, 13.640)
N (-4.368, 19.237, 11.915)
H (-4.065, 21.172, 14.444)
H (-2.904, 20.599, 13.267)
H (-5.058, 18.831, 11.304)
H (-3.439, 18.816, 11.989)
C (-7.704, 22.293, 10.234)
O (-8.006, 21.352, 10.966)
N (-7.270, 22.088, 8.960)
N (-7.632, 23.592, 10.619)
H (-6.989, 21.181, 8.621)
H (-7.191, 22.908, 8.386)
H (-7.944, 23.869, 11.531)
H (-7.174, 24.250, 10.019)
C (-11.247, 19.203, 11.827)
O (-10.124, 19.666, 12.138)
N (-12.276, 19.111, 12.710)
N (-11.493, 18.677, 10.622)
H (-12.320, 19.549, 13.612)
H (-13.150, 19.010, 12.222)
H (-12.412, 18.334, 10.402)
H (-10.884, 18.940, 9.858)
C (-5.714, 16.304, 13.386)
O (-6.313, 17.382, 13.503)
N (-5.327, 15.543, 14.451)
N (-5.447, 15.763, 12.180)
H (-5.421, 15.835, 15.403)
H (-4.952, 14.652, 14.189)
H (-5.125, 14.813, 12.154)
H (-5.739, 16.269, 11.360)
C (-8.036, 19.000, 4.710)
O (-7.972, 19.244, 3.514)
N (-8.462, 17.782, 5.147)
N (-7.519, 19.781, 5.709)
H (-8.747, 17.074, 4.497)
H (-8.650, 17.599, 6.120)
H (-7.325, 20.723, 5.421)
H (-7.435, 19.476, 6.675)
C (-5.460, 13.870, 9.576)
O (-4.325, 14.210, 9.265)
N (-5.680, 12.580, 10.033)
N (-6.601, 14.614, 9.568)
H (-4.936, 11.910, 10.031)
H (-6.511, 12.436, 10.578)
H (-7.470, 14.135, 9.703)
H (-6.502, 15.564, 9.208)

Forces on the atoms, in the same order (eV/Å):
Be 0.96 1.91 -2.34
S -1.06 0.07 1.07
O 0.20 -0.78 0.93
O -0.86 -1.03 -0.04
O 0.67 0.83 -0.43
O -0.50 0.23 0.27
C -0.62 -0.84 0.02
O 0.17 0.46 0.37
N 0.62 -0.20 0.11
N -0.09 0.09 -0.17
H 0.02 0.12 -0.39
H -0.65 -0.04 -0.54
H 0.26 -0.02 -0.27
H -0.02 0.35 0.28
C 0.82 1.11 1.50
O -0.18 -0.35 -0.58
N -0.81 -0.29 -0.12
N -0.46 0.16 -0.77
H 0.03 -0.19 -0.09
H 0.39 -0.08 -0.08
H 0.28 -0.28 0.22
H 0.00 -0.04 -0.09
C -1.07 -0.96 0.51
O 0.00 -0.28 -0.34
N -0.08 1.66 -0.12
N 0.34 1.07 0.32
H 0.33 0.44 -0.32
H 0.39 -0.51 0.24
H 0.42 -0.52 -0.46
H 0.12 -0.45 0.27
C 0.68 -1.29 0.45
O 0.16 0.67 -0.35
N -0.59 0.25 0.56
N -0.34 0.14 -0.57
H -0.50 0.18 0.53
H 0.11 0.20 0.09
H 0.08 -0.10 0.06
H 0.03 -0.23 -0.92
C -0.64 0.43 -1.58
O -0.46 -0.19 0.75
N 0.65 -0.87 -0.46
N -0.01 1.26 1.73
H -0.01 0.03 0.05
H -0.15 -0.02 -0.06
H 0.26 -0.21 0.01
H 1.01 -0.22 -0.43
C 1.40 1.93 -2.05
O -0.49 -0.82 0.59
N -0.86 -0.59 0.77
N -0.83 0.09 1.17
H 0.43 0.00 -0.14
H 0.41 -0.21 -0.03
H 0.31 -0.42 -0.30
H -0.06 0.00 -0.06
C 0.24 -0.93 -0.66
O -1.66 -0.30 0.18
N -0.21 -0.06 -0.09
N 0.62 0.60 0.92
H -0.05 0.15 -0.11
H 0.11 0.10 0.30
H 0.21 0.18 0.08
H -0.23 0.01 -0.35
C 1.15 -1.27 0.08
O -0.37 0.17 0.58
N -0.51 0.88 -0.18
N -0.52 0.17 0.14
H -0.11 -0.11 0.16
H 0.32 -0.24 -0.32
H 0.04 -0.07 0.01
H 0.00 0.18 0.17
C 0.44 -0.66 0.29
O 1.98 -0.57 0.81
N -0.45 -0.01 -0.73
N 0.16 0.40 0.33
H 0.50 0.17 -0.04
H -0.31 0.00 0.55
H 0.04 0.01 -0.22
H -0.07 -0.21 -0.14
C -0.75 0.25 -0.05
O -0.58 0.47 0.13
N -0.01 0.03 -0.96
N -0.09 0.05 0.68
H -0.08 0.08 -0.02
H 0.28 -0.12 0.73
H 0.19 0.07 -0.63
H 0.03 -0.19 0.01
C 0.97 -0.70 -0.73
O -0.28 0.57 0.53
N -0.30 -0.70 0.87
N -0.53 0.19 -0.39
H -0.28 0.38 -0.29
H -0.22 0.12 -0.01
H 0.17 0.02 0.26
H 0.04 0.35 -0.52
C -0.02 -1.78 0.43
O -0.59 0.22 -0.37
N -0.42 0.75 -0.04
N 1.68 0.19 -0.08
H 0.09 0.06 0.10
H 0.08 -0.52 -0.02
H -0.28 0.36 -0.26
H -0.63 -0.35 0.10

Values from the calculation:
E_LUMO	-2.59	eV
M	825.75	g mol⁻¹
gap between HOMO and LUMO	0.234	hartree
HOMO level	-8.96	eV

Atom charges from the Löwdin analysis, given in e for atoms 1 to 6: Be 1.062; S 0.372; O -0.373; O -0.369; O -0.384; O -0.383